# C35H38N3P2S3Tl

C35H38N3P2S3Tl as an isolated structure (ωB97M-V/def2-TZVPD, OMol25).

Geometry (Å):
Tl: 0.87148 -0.55157 -1.10496
S: 2.68108 -0.40287 -3.32996
S: 1.88028 -3.07267 -2.26166
S: 1.97248 -2.59247 -5.15876
P: -0.62092 1.86543 -2.26786
P: -0.77562 -1.46807 1.37744
N: 2.43108 0.72063 0.72514
N: 3.51698 -0.00967 1.26044
N: -0.86712 1.07373 0.87064
C: 0.79818 -5.20507 1.15584
C: 3.26788 0.55533 3.71084
C: -0.47362 1.03063 2.16634
C: 2.02358 -5.10247 1.79664
C: 1.48838 -2.85057 2.41184
C: -0.07672 -4.13807 1.14984
C: -1.25442 2.88353 -0.84016
C: -3.41902 -0.96497 -3.25906
C: -2.23392 -0.32597 -2.93526
C: 4.17368 0.49063 2.46574
C: -0.81472 2.37653 0.49764
C: -5.03262 -2.86567 2.48834
C: -2.67052 -2.96787 2.92084
C: 0.24878 -2.93797 1.78484
C: -0.37872 3.16503 1.55244
C: -3.35552 1.79103 -2.98336
C: -0.10262 4.50073 -6.02316
C: -4.53892 1.15293 -3.30346
C: -0.23212 2.38683 -4.90386
C: -0.02922 3.11493 -6.05616
C: -0.44562 -0.31897 2.80974
C: -3.96212 -3.35877 3.21934
C: -3.50892 -1.58187 1.15144
C: -0.15942 2.29463 2.63644
C: -4.57732 -0.22637 -3.43076
C: -2.43012 -2.06927 1.88344
C: -4.79972 -1.97407 1.44904
C: -2.19332 1.05223 -2.77336
C: -0.57922 4.41013 -3.66906
C: 2.36188 -3.92117 2.42994
C: 4.71248 1.89573 2.17254
C: -0.37152 5.14073 -4.82566
C: 5.32738 -0.48397 2.72244
C: 2.16528 -2.02287 -3.59496
C: -0.53722 3.01973 -3.69406
H: 2.37668 1.14853 3.51094
H: -1.32152 -0.89977 -2.81236
H: 5.93578 -0.16057 3.56514
H: -5.62992 -1.59307 0.86864
H: 1.79488 -1.92357 2.87114
H: -4.14392 -4.05487 4.03064
H: -0.87262 3.90223 -0.95486
H: 5.38868 2.21753 2.96274
H: 4.93288 -1.47587 2.93534
H: -0.24372 4.23733 1.54444
H: -2.34842 2.90913 -0.89886
H: -1.01842 -4.20847 0.61994
H: 0.54928 -6.11137 0.62114
H: 3.80368 1.01863 4.53874
H: 0.05458 5.07883 -6.92406
H: 2.72308 -5.92817 1.78254
H: -1.22092 -0.44727 3.57994
H: -3.30742 -0.88757 0.34824
H: 3.22248 -0.97477 1.37534
H: -3.44052 -2.03907 -3.37616
H: 1.72618 1.01233 1.41184
H: 0.17558 2.55943 3.63094
H: -1.84042 -3.35907 3.49434
H: 0.20838 2.60783 -6.98096
H: 2.96428 -0.44437 4.01824
H: -0.12842 1.31083 -4.91886
H: -0.77452 4.93723 -2.74516
H: 3.32598 -3.82387 2.91564
H: 5.24498 1.89353 1.22524
H: 2.77688 1.54273 0.23934
H: 5.94548 -0.55487 1.83184
H: -3.33892 2.87023 -2.89706
H: 0.51488 -0.53777 3.28344
H: -5.43902 1.73383 -3.46106
H: -6.04392 -3.17497 2.72584
H: -5.51012 -0.71887 -3.67506
H: 3.89198 2.60723 2.10834
H: -0.41382 6.22283 -4.78906

Cartesian forces (eV/Å) of the 6 atoms listed first:
0.5 -0.6 -0.5
0.0 0.6 0.2
-0.1 -0.1 0.4
-0.2 -0.2 -0.8
-0.3 0.5 0.0
0.0 -0.7 0.7

Strongest force on any atom   0.0191 Eh/bohr
E_tot   -3570.54239 Eh
Total charge   -2